C49H120N6O20S8 | ωB97M-V/def2-TZVPD

Positions of all 203 atoms, in Å:
C  1.76  2.80  -2.41
C  2.12  1.71  -1.43
C  0.94  0.94  -0.85
C  1.33  0.06  0.31
N  0.19  -0.80  0.89
C  0.75  -1.88  1.81
C  -0.32  -2.94  1.91
C  -1.03  -2.87  0.50
C  -0.54  -1.59  -0.22
C  -0.79  0.13  1.69
H  0.93  2.45  -3.02
H  2.59  3.08  -3.06
H  1.43  3.67  -1.84
H  2.58  2.04  -0.50
H  2.87  1.01  -1.78
H  0.63  0.43  -1.76
H  0.09  1.51  -0.48
H  1.73  0.63  1.15
H  2.09  -0.65  -0.03
H  0.95  -1.52  2.82
H  1.67  -2.24  1.34
H  -0.95  -2.81  2.79
H  0.07  -3.95  1.98
H  -2.10  -2.73  0.69
H  -1.05  -3.82  -0.05
H  -1.40  -1.15  -0.72
H  0.36  -1.80  -0.80
H  -1.54  -0.54  2.13
H  -1.35  0.74  0.99
H  -0.23  0.65  2.46
O  4.08  0.80  4.77
C  3.08  0.20  4.23
O  3.40  -0.81  3.61
O  1.95  0.69  4.14
H  4.60  0.04  4.51
C  3.16  6.15  -2.39
S  1.97  7.47  -2.97
O  2.38  7.94  -4.36
C  0.61  6.22  -3.19
H  3.22  5.31  -3.08
H  2.90  5.81  -1.38
H  4.15  6.60  -2.33
H  0.94  5.40  -3.83
H  -0.19  6.78  -3.68
H  0.35  5.86  -2.19
C  -3.28  -1.48  6.67
S  -2.64  -1.51  4.95
O  -2.22  -0.10  4.56
C  -4.20  -1.84  4.01
H  -4.22  -0.92  6.59
H  -2.55  -0.98  7.30
H  -3.51  -2.50  6.98
H  -4.72  -2.79  4.06
H  -3.87  -1.60  3.00
H  -4.93  -1.05  4.20
C  -6.21  -1.66  -0.10
S  -4.81  -0.51  -0.44
O  -3.72  -0.67  0.58
C  -4.23  -1.30  -2.04
H  -6.52  -1.50  0.93
H  -5.88  -2.68  -0.28
H  -7.00  -1.47  -0.82
H  -5.03  -1.30  -2.77
H  -3.81  -2.27  -1.78
H  -3.45  -0.70  -2.51
C  5.86  1.58  -2.51
S  5.84  1.51  -0.68
O  6.99  0.59  -0.32
C  6.39  3.20  -0.31
H  5.15  2.33  -2.86
H  5.81  0.57  -2.90
H  6.90  1.79  -2.78
H  7.41  3.33  -0.66
H  6.39  3.35  0.77
H  5.63  3.95  -0.53
C  -1.69  3.18  -5.16
S  -0.46  4.20  -6.04
O  0.79  3.77  -5.31
C  -0.71  3.27  -7.62
H  -1.31  3.34  -4.15
H  -1.62  2.13  -5.44
H  -2.69  3.56  -5.37
H  -1.77  3.40  -7.85
H  -0.54  2.19  -7.64
H  -0.03  3.69  -8.36
C  -2.06  -6.54  -3.54
S  -2.77  -5.51  -2.17
O  -1.93  -4.23  -2.05
C  -4.40  -5.08  -2.94
H  -2.73  -7.38  -3.71
H  -1.09  -6.88  -3.19
H  -1.91  -5.94  -4.43
H  -4.91  -5.85  -3.52
H  -4.15  -4.17  -3.48
H  -5.07  -4.70  -2.17
C  -5.31  -6.07  3.58
S  -6.07  -5.32  2.12
O  -6.36  -3.84  2.54
C  -4.61  -5.32  0.95
H  -4.70  -5.39  4.16
H  -4.76  -6.95  3.23
H  -6.08  -6.40  4.27
H  -4.88  -4.93  -0.03
H  -4.04  -6.24  0.77
H  -3.90  -4.65  1.43
C  -1.42  -9.40  2.76
S  -1.96  -7.71  2.61
O  -2.18  -7.18  4.05
C  -0.44  -7.02  1.89
H  -1.24  -9.83  1.77
H  -2.15  -9.94  3.35
H  -0.54  -9.34  3.40
H  -0.45  -5.95  1.71
H  -0.26  -7.57  0.96
H  0.31  -7.25  2.65
C  0.68  6.61  1.05
O  1.76  6.09  0.76
N  -0.44  5.86  1.24
C  -1.75  6.52  1.56
C  -0.45  4.43  1.30
H  0.57  7.69  1.26
H  -2.21  6.18  2.49
H  -2.47  6.32  0.76
H  -1.68  7.61  1.63
H  0.48  3.89  1.45
H  -0.95  4.09  2.20
H  -1.08  4.07  0.48
C  -3.58  2.26  2.46
O  -3.26  2.72  1.36
N  -4.24  2.97  3.32
C  -4.47  2.56  4.72
C  -4.73  4.33  2.98
H  -3.34  1.26  2.86
H  -4.70  1.50  4.76
H  -5.27  3.17  5.13
H  -3.51  2.64  5.24
H  -4.19  5.04  3.61
H  -4.71  4.62  1.93
H  -5.79  4.46  3.19
C  1.28  4.12  5.26
O  1.89  5.01  5.84
N  -0.02  3.86  5.33
C  -0.68  2.88  4.44
C  -0.87  4.46  6.29
H  1.80  3.39  4.64
H  -0.06  2.63  3.57
H  -1.58  3.35  4.04
H  -0.89  1.95  4.96
H  -0.63  5.46  6.65
H  -1.92  4.31  6.03
H  -0.74  3.78  7.13
C  2.08  -4.06  4.68
O  2.49  -5.16  4.26
N  0.88  -3.92  5.19
C  0.48  -2.57  5.53
C  -0.15  -4.99  5.30
H  2.61  -3.09  4.66
H  -0.03  -2.57  6.49
H  -0.30  -2.21  4.85
H  1.28  -1.83  5.51
H  -0.04  -5.44  6.29
H  -1.14  -4.65  5.01
H  0.08  -5.79  4.59
C  5.86  4.55  -7.80
O  5.91  5.51  -8.58
N  4.85  4.29  -6.97
C  4.80  3.06  -6.17
C  3.58  5.03  -6.94
H  6.71  3.85  -7.71
H  4.69  3.23  -5.10
H  5.69  2.44  -6.10
H  3.98  2.42  -6.48
H  3.62  5.98  -7.46
H  2.70  4.49  -7.27
H  3.41  5.28  -5.90
O  -1.06  -0.28  -3.49
C  -0.84  -0.85  -4.53
O  0.35  -1.02  -5.15
C  1.52  -0.45  -4.63
C  1.79  0.82  -5.44
C  -1.95  -1.69  -5.17
H  2.38  -1.06  -4.91
H  1.51  -0.26  -3.56
H  1.95  0.62  -6.50
H  2.69  1.30  -5.06
H  0.92  1.48  -5.42
H  -1.99  -1.62  -6.26
H  -2.93  -1.36  -4.82
H  -1.69  -2.72  -4.94
O  3.69  -1.68  -2.19
C  4.78  -2.29  -2.08
O  5.62  -2.31  -1.04
C  5.32  -2.00  0.32
C  4.85  -3.20  1.16
C  5.39  -3.02  -3.30
H  4.58  -1.20  0.43
H  6.22  -1.59  0.80
H  4.23  -3.92  0.62
H  4.19  -2.79  1.92
H  5.68  -3.84  1.48
H  6.01  -2.29  -3.82
H  4.66  -3.43  -4.01
H  5.98  -3.85  -2.91

The HOMO energy comes out at -7.18 eV. As for the total charge: 0. As for the multiplicity: 1. Its LUMO energy is -0.55 eV. The frontier orbital gap comes out at 6.6 eV. The total energy comes out at -6957.44829 Eh.